# C2H12BrN3Sb

A structure of composition C2H12BrN3Sb at a distorted geometry (ωB97M-V/def2-TZVPD, the Open Molecules 2025 dataset).

XYZ file:
```
19
Properties=species:S:1:pos:R:3:forces:R:3:mulliken_charge:R:1
N -2.27389 -0.02129 1.13790 1.2 0.2 -0.4 -0.67
C -1.00963 -0.32961 0.31009 0.1 0.2 0.0 0.52
N -1.35933 -0.24943 -1.16876 -1.3 -0.6 1.3 -0.67
N -0.67920 -1.79754 0.65011 0.2 1.5 -0.4 -0.65
C 0.24571 0.69518 0.67582 -2.0 0.0 1.7 -1.25
Sb 2.00391 0.39419 -0.64737 -0.3 -1.9 -1.4 0.32
Br 2.77401 2.87488 -0.41129 0.2 1.2 0.2 -0.59
H -2.80653 0.77318 0.71989 1.0 -0.6 0.8 0.27
H -1.91349 0.19161 2.09402 -0.8 0.1 -1.0 0.26
H -1.71221 0.69568 -1.44340 0.6 -1.0 0.6 0.27
H -2.18404 -0.90390 -1.28918 1.1 1.0 0.2 0.29
H 0.24012 -1.85745 1.14267 -1.0 0.0 -1.2 0.28
H -0.71048 -2.38829 -0.21134 0.5 1.0 1.1 0.30
H -0.12321 1.83056 0.66770 0.7 -2.5 -0.1 0.35
H 0.53466 0.44571 1.80439 -0.5 0.5 -2.2 0.29
H 0.95033 0.77604 -2.02650 0.2 0.3 0.4 -0.04
H 3.29953 0.18107 -1.84430 0.1 0.2 0.4 -0.13
H 3.06317 0.01295 0.68416 0.0 0.2 0.1 -0.06
H 1.66056 -1.32355 -0.84461 -0.1 0.1 0.1 -0.09
```
Forces are in eV/Å.

HOMO level: -3.933 eV
E_LUMO: 3.65 eV
max |F|: 2.6 eV/Å
total charge: -1
orbital gap: 0.279 hartree

=====

# C2H12N2O2

A cluster of 3 separate species, C2H12N2O2 in total at a distorted geometry (ωB97M-V/def2-TZVPD, the Open Molecules 2025 dataset).

XYZ file:
```
18
Properties=species:S:1:pos:R:3:forces:R:3:mulliken_charge:R:1
N -1.66994 1.44041 -0.09229 0.8 -0.2 1.5 -0.59
C -1.11395 0.30029 0.68120 -2.5 -0.3 -0.5 -0.70
C -0.76172 -0.85316 -0.26086 1.7 0.8 -0.6 -0.47
N 0.03518 -1.95348 0.39770 -1.8 0.5 -0.1 -0.61
H -2.51612 1.16924 -0.57541 0.4 0.2 -0.3 0.21
H -0.93214 1.90836 -0.61288 -0.6 -0.4 -0.3 0.31
H -1.99731 -0.02207 1.28809 0.7 -0.1 0.0 0.39
H -0.35819 0.55558 1.40790 0.5 0.4 -0.2 0.37
H -1.70878 -1.08884 -0.78118 0.5 -0.6 0.2 0.34
H -0.04959 -0.43455 -1.00457 -0.8 -0.2 0.1 0.27
H -0.50519 -2.11484 1.24982 0.5 -0.4 0.2 0.22
H -0.11772 -2.80260 -0.14970 0.3 0.2 0.1 0.22
O 0.99021 1.51973 -1.08153 0.7 0.5 0.4 -0.63
H 1.54018 2.25627 -1.37581 -0.1 -0.1 -0.1 0.27
H 1.47645 1.19553 -0.28623 -0.1 0.0 -0.6 0.35
O 2.47303 -0.07602 0.54031 0.2 1.1 0.6 -0.69
H 3.40228 -0.25707 0.34784 -0.8 -0.6 -0.2 0.30
H 1.81331 -0.74277 0.30761 0.5 -0.9 0.0 0.43
```
Forces are in eV/Å.

HOMO level: -8.596 eV
structure (SMILES): NCCN.O.O
energy above the lowest of the compared OMol25 structures with the same formula, charge and spin: 70.31 kJ/mol
E_LUMO: 0.80 eV
max |F|: 2.6 eV/Å
orbital gap: 0.345 hartree

=====

# C2H12N2O2

A cluster of 3 separate species, C2H12N2O2 in total at a distorted geometry (ωB97M-V/def2-TZVPD, the Open Molecules 2025 dataset).

XYZ file:
```
18
Properties=species:S:1:pos:R:3:forces:R:3:mulliken_charge:R:1
N -1.19056 2.94737 0.57418 -0.3 -0.8 -0.2 -0.47
C -0.24361 2.29322 -0.32516 -0.6 0.9 1.2 -0.29
C -0.23593 0.81712 -0.06290 0.9 -0.8 0.2 -0.55
N -1.47720 0.09050 -0.24515 -0.5 0.0 0.3 -0.63
H -1.60936 3.83588 0.40281 0.2 0.2 -0.2 0.13
H -1.25604 2.59000 1.50606 0.1 0.2 0.2 0.15
H 0.75650 2.66473 -0.10436 0.4 -0.1 -0.3 0.21
H -0.50273 2.55413 -1.33421 -0.1 -0.1 -0.6 0.33
H 0.50981 0.36108 -0.71722 0.1 0.1 -0.2 0.28
H 0.17719 0.66223 0.94748 -0.1 0.2 0.1 0.32
H -1.36937 -0.80881 0.21855 -0.1 0.0 -0.3 0.23
H -2.22313 0.54581 0.27520 0.1 0.2 -0.2 0.28
O 0.98746 -1.91510 -3.90584 0.2 -0.3 0.3 -0.62
H 1.25139 -2.81534 -4.12879 -0.1 0.1 -0.2 0.32
H 1.17864 -1.88218 -2.96080 -0.1 0.2 -0.1 0.30
O 1.76840 -4.06158 3.65383 0.0 -0.1 0.4 -0.64
H 1.81502 -4.69231 2.93192 0.0 0.1 -0.2 0.32
H 1.66352 -3.18676 3.27440 0.0 0.0 -0.2 0.32
```
Forces are in eV/Å.

HOMO level: -8.807 eV
structure (SMILES): NCCN.O.O
energy above the lowest of the compared OMol25 structures with the same formula, charge and spin: 98.92 kJ/mol
E_LUMO: 0.32 eV
max |F|: 1.6 eV/Å
orbital gap: 0.335 hartree

=====

# C2H12N2O3

A cluster of 4 separate species, C2H12N2O3 in total at a distorted geometry (ωB97M-V/def2-TZVPD, the Open Molecules 2025 dataset).

XYZ file:
```
19
Properties=species:S:1:pos:R:3:forces:R:3:mulliken_charge:R:1
C 1.29884 -0.93909 0.96115 2.6 2.6 -1.3 -0.52
N 2.18642 0.27276 0.28532 -1.6 -1.9 -0.3 -0.48
C 1.77125 1.32554 -0.32896 1.3 -0.2 0.3 -0.05
N 0.55027 1.96863 -0.43644 1.7 0.5 0.0 -0.34
H 2.03048 -1.21294 1.77704 -1.4 -0.2 -0.9 0.29
H 1.10894 -1.70414 0.17918 0.7 0.3 0.5 0.24
H 0.34190 -0.59100 1.27174 -0.6 0.3 0.8 0.19
H 2.63410 1.82282 -0.87780 -1.0 0.0 0.9 0.30
H -0.24631 1.40017 -0.59016 -1.1 -0.1 0.2 0.29
H 0.57223 2.94599 -0.74214 -0.2 -1.1 0.0 0.20
O -1.83939 -1.85168 1.96005 0.0 -0.8 0.2 -0.61
H -1.24108 -2.62198 1.92108 -0.3 0.6 0.0 0.31
H -2.60662 -2.18031 2.45720 0.3 0.2 -0.2 0.28
O -0.56300 0.13251 -2.58460 1.7 0.5 -0.9 -0.66
H -0.87101 0.70959 -3.31765 0.3 -0.6 0.7 0.31
H 0.44486 0.19833 -2.62711 -2.1 -0.1 0.1 0.33
O -1.87440 0.50893 0.09826 0.0 -1.0 -1.6 -0.65
H -1.93318 0.16297 0.96815 -0.1 -0.2 1.7 0.25
H -1.76427 -0.34709 -0.37431 -0.1 1.0 -0.1 0.32
```
Forces are in eV/Å.

HOMO level: -8.496 eV
structure (SMILES): C/N=C\N.O.O.O
energy above the lowest of the compared OMol25 structures with the same formula, charge and spin: 173.25 kJ/mol
E_LUMO: 0.43 eV
max |F|: 3.9 eV/Å
orbital gap: 0.328 hartree

=====

# C2H12N2O4

A cluster of 4 separate species, C2H12N2O4 in total at a distorted geometry (ωB97M-V/def2-TZVPD, the Open Molecules 2025 dataset).

XYZ file:
```
20
Properties=species:S:1:pos:R:3:forces:R:3:mulliken_charge:R:1
N 1.47709 0.21137 -0.19386 0.4 -0.5 0.5 -0.54
C 0.26430 -0.18735 0.54399 0.0 1.0 0.1 -0.46
C -0.93346 0.30066 -0.25117 -2.2 -0.3 0.7 0.58
N -1.31914 1.60320 -0.17513 1.1 0.7 0.3 -0.25
O -1.69800 -0.48292 -0.80519 0.7 -0.4 -0.4 -0.64
H 2.23057 -0.32228 0.22988 0.3 0.4 -0.1 0.24
H 1.48722 -0.07622 -1.16610 -0.3 -0.3 0.1 0.22
H 0.07715 -1.24832 0.82039 0.3 0.5 -0.6 0.23
H 0.33986 0.38049 1.48751 -0.4 -0.3 -0.2 0.37
H -0.78412 2.30838 0.29923 0.0 -0.1 0.2 0.11
H -2.11770 1.96941 -0.65994 -0.2 -0.6 -0.3 0.24
O -1.63572 -2.90448 1.69613 0.7 0.5 1.9 -0.65
H -2.32785 -2.47890 1.19313 0.3 -0.8 -1.0 0.32
H -1.13040 -3.66869 1.40817 -0.9 0.3 -0.9 0.31
O 1.25220 -1.63156 -2.65521 -0.4 0.5 -0.3 -0.68
H 0.45413 -1.13571 -2.90427 0.3 -0.2 0.0 0.34
H 0.88799 -2.34953 -2.14087 -0.1 -0.4 0.3 0.33
O 0.92381 3.18275 1.35107 -0.5 0.2 0.6 -0.67
H 1.59755 3.87887 1.37240 -0.2 -0.6 -0.5 0.30
H 0.95451 2.65082 0.54986 1.1 0.2 -0.2 0.29
```
Forces are in eV/Å.

HOMO level: -9.687 eV
structure (SMILES): NCC(N)=O.O.O.O
energy above the lowest of the compared OMol25 structures with the same formula, charge and spin: 145.02 kJ/mol
E_LUMO: 0.61 eV
max |F|: 2.4 eV/Å
orbital gap: 0.378 hartree

=====

# C2H12N4

A cluster of 2 separate species, C2H12N4 in total at a distorted geometry (ωB97M-V/def2-TZVPD, the Open Molecules 2025 dataset).

XYZ file:
```
18
Properties=species:S:1:pos:R:3:forces:R:3:mulliken_charge:R:1
N 2.32946 -1.33646 -0.24753 -0.5 -0.3 0.1 -0.55
C 2.99452 -0.12901 0.16170 -0.3 0.8 -1.0 -0.28
N 3.22636 -0.00510 1.57671 0.5 -0.8 -0.3 -0.51
H 2.70742 -2.16087 0.19938 0.2 0.0 0.0 0.25
H 1.32473 -1.31631 -0.07153 0.4 0.1 0.0 0.19
H 3.93450 -0.03362 -0.40115 0.1 -0.3 0.5 0.28
H 2.40787 0.70634 -0.26942 -0.2 -0.2 0.3 0.28
H 3.75843 0.79586 1.85426 -0.2 0.2 0.4 0.17
H 2.49993 -0.34698 2.18226 -0.1 0.5 0.0 0.17
N -3.84994 1.11403 -1.07246 -0.1 -0.2 0.1 -0.62
C -2.65383 0.90639 -0.26958 0.2 0.0 -0.1 -0.26
N -2.00055 -0.36341 -0.42475 0.4 -1.1 0.7 -0.44
H -4.56061 0.49554 -0.69882 -0.2 0.0 -0.1 0.26
H -3.67208 0.76366 -2.00701 0.0 0.2 -0.1 0.22
H -1.97166 1.74630 -0.42705 0.0 0.0 -0.2 0.25
H -2.95389 0.93872 0.77571 0.0 0.2 0.1 0.28
H -1.91512 -0.96704 0.37221 -0.2 0.2 0.1 0.15
H -1.60554 -0.80804 -1.23293 -0.2 0.8 -0.4 0.14
```
Forces are in eV/Å.

HOMO level: -8.826 eV
structure (SMILES): NCN.NCN
energy above the lowest of the compared OMol25 structures with the same formula, charge and spin: 46.94 kJ/mol
E_LUMO: 0.90 eV
max |F|: 1.4 eV/Å
orbital gap: 0.357 hartree